Entry 1:
25
Properties=species:S:1:pos:R:3 method="wB97M-V/def2-TZVPD" homo_ev=-13.026 e_lumo_ev=-3.12 total_charge=+1 relative_energy_kj_mol=406.7 smiles=CC[NH2+][C@]1(N)ONC2(CC2)S1
C -1.245 3.010 -1.032
C -0.228 1.947 -1.349
N -0.073 1.111 -0.073
C 1.151 0.132 -0.164
N 2.276 0.933 -0.389
O 0.725 -0.738 -1.131
N 0.403 -2.068 -0.704
C 0.129 -2.017 0.685
C -0.245 -3.227 1.498
C -1.207 -2.016 1.390
S 1.220 -0.786 1.454
H -2.183 2.657 -0.515
H -0.935 3.922 -0.584
H -1.749 3.447 -1.957
H -0.607 1.265 -2.024
H 0.718 2.341 -1.460
H -1.057 0.741 0.078
H 0.056 1.785 0.760
H 2.700 1.222 0.543
H 3.060 0.391 -0.901
H 1.264 -2.749 -0.875
H 0.013 -3.334 2.552
H -0.642 -4.122 0.881
H -2.234 -2.333 1.035
H -1.312 -1.515 2.282

---

Entry 2:
24
Properties=species:S:1:pos:R:3 method="wB97M-V/def2-TZVPD" homo_ev=-16.962 e_lumo_ev=-7.11 total_charge=+2 relative_energy_kj_mol=226.8
C -0.639 0.622 0.149
C -0.732 -0.701 0.005
C -1.866 1.412 -0.033
C 1.594 -1.222 0.338
C -2.904 0.263 0.007
C 2.020 0.074 -0.367
N 0.241 -1.626 -0.014
N 3.349 0.358 -0.173
N 1.100 1.227 0.186
N -2.148 -1.035 -0.209
H -2.058 2.129 0.766
H -1.882 1.956 -0.981
H 2.275 -2.009 0.010
H 1.697 -1.102 1.424
H -3.380 0.219 0.985
H -3.677 0.386 -0.751
H 1.769 0.031 -1.432
H 0.029 -2.609 0.083
H 3.810 1.037 -0.756
H 3.762 0.220 0.735
H 1.109 2.069 -0.394
H 1.299 1.466 1.162
H -2.282 -1.394 -1.166
H -2.486 -1.772 0.427

---

Entry 3:
24
Properties=species:S:1:pos:R:3 method="wB97M-V/def2-TZVPD" homo_ev=-18.401 e_lumo_ev=-8.18 total_charge=+2 relative_energy_kj_mol=222.9 smiles="CCC[C@@H]1NC(=[NH2+])NC1=[NH2+]"
C -0.560 -1.558 -2.107
C -1.204 -0.351 -1.438
C -1.263 -0.168 0.064
C 0.025 -0.344 0.865
N 0.107 0.413 2.065
C 1.024 1.333 2.159
N 1.371 2.061 3.189
N 1.724 1.482 0.960
C 1.320 0.624 -0.004
N 1.695 0.420 -1.209
H -0.724 -1.601 -3.233
H -1.002 -2.568 -1.869
H 0.569 -1.769 -1.958
H -2.312 -0.392 -1.589
H -0.891 0.532 -2.052
H -1.911 -1.040 0.295
H -1.909 0.768 0.260
H 0.429 -1.243 1.128
H -0.445 0.147 2.888
H 1.853 2.866 3.061
H 0.747 2.218 3.982
H 2.398 2.228 0.737
H 1.099 -0.179 -1.705
H 2.152 0.965 -1.955

---

Copy entry 1 word for word.
25
Properties=species:S:1:pos:R:3 method="wB97M-V/def2-TZVPD" homo_ev=-13.026 e_lumo_ev=-3.12 total_charge=+1 relative_energy_kj_mol=406.7 smiles=CC[NH2+][C@]1(N)ONC2(CC2)S1
C -1.245 3.010 -1.032
C -0.228 1.947 -1.349
N -0.073 1.111 -0.073
C 1.151 0.132 -0.164
N 2.276 0.933 -0.389
O 0.725 -0.738 -1.131
N 0.403 -2.068 -0.704
C 0.129 -2.017 0.685
C -0.245 -3.227 1.498
C -1.207 -2.016 1.390
S 1.220 -0.786 1.454
H -2.183 2.657 -0.515
H -0.935 3.922 -0.584
H -1.749 3.447 -1.957
H -0.607 1.265 -2.024
H 0.718 2.341 -1.460
H -1.057 0.741 0.078
H 0.056 1.785 0.760
H 2.700 1.222 0.543
H 3.060 0.391 -0.901
H 1.264 -2.749 -0.875
H 0.013 -3.334 2.552
H -0.642 -4.122 0.881
H -2.234 -2.333 1.035
H -1.312 -1.515 2.282

---

What did the first record say?
25
Properties=species:S:1:pos:R:3 method="wB97M-V/def2-TZVPD" homo_ev=-13.026 e_lumo_ev=-3.12 total_charge=+1 relative_energy_kj_mol=406.7 smiles=CC[NH2+][C@]1(N)ONC2(CC2)S1
C -1.245 3.010 -1.032
C -0.228 1.947 -1.349
N -0.073 1.111 -0.073
C 1.151 0.132 -0.164
N 2.276 0.933 -0.389
O 0.725 -0.738 -1.131
N 0.403 -2.068 -0.704
C 0.129 -2.017 0.685
C -0.245 -3.227 1.498
C -1.207 -2.016 1.390
S 1.220 -0.786 1.454
H -2.183 2.657 -0.515
H -0.935 3.922 -0.584
H -1.749 3.447 -1.957
H -0.607 1.265 -2.024
H 0.718 2.341 -1.460
H -1.057 0.741 0.078
H 0.056 1.785 0.760
H 2.700 1.222 0.543
H 3.060 0.391 -0.901
H 1.264 -2.749 -0.875
H 0.013 -3.334 2.552
H -0.642 -4.122 0.881
H -2.234 -2.333 1.035
H -1.312 -1.515 2.282